Entry 1:
140
Properties=species:S:1:pos:R:3:forces:R:3 method="wB97M-V/def2-TZVPD" e_tot_ev=-142911.838 relative_energy_kcal_mol=0.0 lumo_ev=0.171 largest_force_ev_per_a=2.01 charge=0 homo_ev=-10.42
C 2.101 4.694 -1.530 0.3797 -0.9261 -0.7737
C 1.443 3.325 -1.560 -0.1182 -0.0011 1.4082
O 2.241 2.515 -2.371 -1.0082 0.6984 -0.0924
C 3.079 3.327 -3.095 0.7421 -0.3714 -0.0067
O 3.721 2.965 -4.022 -0.1560 0.1475 0.2280
O 3.129 4.527 -2.519 0.1927 0.9191 -0.0707
F 0.150 3.428 -2.028 -0.1200 -0.0260 -0.6823
H 2.522 4.860 -0.542 0.1364 0.3520 -0.1372
H 1.439 5.475 -1.894 -0.1109 0.0886 0.3709
H 1.367 2.906 -0.562 0.0293 -0.3034 -0.1995
C 2.062 -0.406 -3.389 -0.6833 -0.1834 0.1783
C 2.209 -0.487 -4.902 -0.2443 0.6781 0.6602
O 3.206 -1.467 -5.078 -0.4845 0.0350 -0.0227
C 3.829 -1.683 -3.890 0.5084 -0.7371 -0.6015
O 4.702 -2.484 -3.740 -0.0113 0.3457 0.0962
O 3.314 -0.923 -2.933 -0.0170 0.3949 0.7369
F 2.679 0.717 -5.343 0.6749 -0.2002 -0.3308
H 1.289 -1.056 -2.968 -0.1160 -0.1198 -0.3627
H 1.859 0.603 -3.033 0.5458 -0.2231 -0.2354
H 1.257 -0.627 -5.408 0.6509 -0.9686 -0.2115
C -1.283 3.961 -5.641 -0.9101 0.5035 -0.7993
C -2.396 2.986 -6.016 0.2719 0.1663 1.6583
O -1.895 1.796 -5.407 -0.3711 0.4228 -0.7575
C -0.540 1.893 -5.359 0.2934 -0.9732 0.0977
O 0.172 0.961 -5.145 -0.9748 0.8101 0.2003
O -0.131 3.143 -5.579 0.0875 0.2295 0.0837
F -2.555 2.819 -7.347 0.2383 -0.1046 -0.1952
H -1.509 4.419 -4.678 0.1830 -0.1019 0.1217
H -1.204 4.742 -6.395 0.4015 -0.0886 -0.0057
H -3.348 3.249 -5.562 -0.1416 -0.2957 -0.1428
C 3.028 -5.108 1.466 1.2037 0.9279 0.6497
C 2.397 -4.675 2.791 0.5168 -1.3617 -0.7076
O 1.023 -4.761 2.508 0.3471 0.0410 -0.0221
C 0.861 -4.759 1.137 -0.5178 -0.3425 0.1349
O -0.193 -4.770 0.597 0.3705 -0.4451 0.1445
O 2.056 -4.688 0.533 0.0943 -0.6000 -0.4658
F 2.769 -3.397 3.078 -0.3153 -0.2515 0.3009
H 3.319 -6.155 1.379 -0.6804 -0.1814 0.0594
H 3.963 -4.556 1.349 -0.2008 0.2335 -0.2864
H 2.703 -5.337 3.597 -0.4405 0.2332 0.3472
C 0.135 2.550 1.921 -0.2095 -1.2583 -0.3435
C 0.204 2.595 3.420 -0.7892 -0.5216 -1.0453
O -0.164 3.933 3.664 0.8597 0.2341 0.4976
C 0.231 4.675 2.601 -0.1757 0.0831 -1.2016
O 0.299 5.858 2.536 -0.0679 0.0103 0.4871
O 0.478 3.869 1.526 -0.3276 0.1341 0.5347
F 1.450 2.300 3.873 -0.0409 0.3186 0.5066
H -0.889 2.242 1.687 -0.1134 0.7317 -0.3690
H 0.749 1.802 1.423 0.4643 0.2389 0.2854
H -0.561 1.939 3.826 0.3748 0.0212 0.5974
C -3.274 -3.861 4.653 0.3845 0.6872 -0.1539
C -2.687 -3.093 3.458 -1.3269 -0.7679 0.8519
O -2.507 -4.101 2.506 0.5765 0.4364 -0.5095
C -2.447 -5.322 3.101 -0.0934 0.2035 1.0836
O -2.119 -6.343 2.612 -0.0431 0.0753 -0.3033
O -2.830 -5.177 4.402 -0.2347 -0.6162 0.0066
F -1.516 -2.529 3.871 0.0661 0.0491 -0.5959
H -4.358 -3.760 4.719 -0.0336 -0.3940 -0.1939
H -2.840 -3.496 5.582 0.0656 -0.0795 -0.0050
H -3.381 -2.363 3.046 0.4702 0.3357 -0.1027
C -2.033 1.011 7.042 -1.1334 -0.1823 0.2415
C -1.510 -0.230 7.730 -0.0144 0.6870 -0.4380
O -0.405 -0.525 6.927 0.2259 -0.5754 0.7286
C -0.619 -0.063 5.668 -0.2223 -0.4275 -0.0772
O 0.028 -0.402 4.738 -0.1280 0.4927 -0.1488
O -1.699 0.762 5.672 0.6867 0.3170 0.1502
F -2.437 -1.234 7.624 0.0528 -0.2390 0.0570
H -1.610 1.923 7.462 0.3202 0.0348 -0.3885
H -3.117 1.066 7.117 0.0095 0.0287 -0.0425
H -1.248 -0.110 8.778 0.2586 -0.1467 -0.0832
C 5.286 -0.748 -0.424 1.0307 0.1022 -0.0881
C 4.156 -1.373 0.388 -0.0071 0.0607 -0.7217
O 3.263 -0.312 0.555 -1.0942 -0.0909 0.0814
C 3.732 0.846 0.057 1.8434 0.2940 0.0043
O 3.271 1.934 0.189 -0.6428 -0.3727 0.0902
O 4.923 0.626 -0.544 -0.3998 -0.0318 0.0207
F 4.476 -1.820 1.645 0.9965 -0.1993 -1.1562
H 5.436 -1.185 -1.411 -0.5844 -0.0341 -0.0507
H 6.278 -0.791 0.030 -0.2536 -0.0594 0.5101
H 3.691 -2.200 -0.151 -0.2231 0.0375 0.2144
C -1.924 -5.570 -4.942 0.0920 -0.9393 -0.4442
O -2.189 -5.201 -3.603 0.2637 0.2508 0.1439
C -3.206 -4.345 -3.393 0.6637 -0.7353 0.5056
O -3.986 -4.006 -4.233 -0.2222 0.3063 0.0533
O -3.245 -3.960 -2.115 -0.7307 0.3041 -0.3315
C -2.310 -4.407 -1.131 0.8032 -0.2764 0.2345
H -1.521 -4.762 -5.550 -0.3369 0.2260 0.1099
H -2.799 -6.039 -5.393 -0.1079 0.4082 -0.1367
H -1.167 -6.353 -4.905 0.0770 0.1237 0.2468
H -1.984 -3.557 -0.545 -0.2376 0.1754 -0.1465
H -1.422 -4.842 -1.575 -0.0970 0.0798 -0.1045
H -2.731 -5.147 -0.451 -0.3863 0.0069 -0.2434
C 3.281 -0.652 3.808 -0.9572 0.1529 -0.3500
O 4.216 0.407 4.040 0.1946 0.0598 0.1081
C 5.192 0.169 4.898 0.1753 -0.3361 0.0596
O 5.435 -0.891 5.419 0.0283 0.0355 0.0239
O 5.867 1.310 5.083 -0.2697 -0.0315 -0.0437
C 7.095 1.238 5.783 0.8237 0.4681 0.1871
H 2.489 -0.117 3.283 -0.1808 -0.2329 0.0377
H 2.861 -1.077 4.718 0.2724 0.1660 0.1809
H 3.640 -1.438 3.144 0.0848 0.6714 1.0256
H 7.239 0.340 6.378 -0.3075 -0.1593 -0.2093
H 7.176 2.102 6.444 -0.3284 0.0036 0.0042
H 7.905 1.353 5.061 -0.0079 -0.2648 -0.0337
C -4.239 -0.920 -3.557 0.0690 0.5938 0.2958
O -3.936 -0.934 -4.950 -0.2205 0.1002 0.0447
C -4.419 0.037 -5.726 0.0340 -1.0903 0.7981
O -5.001 1.013 -5.320 0.1190 0.3426 -0.8389
O -4.158 -0.371 -6.965 0.3701 0.4919 -0.6330
C -4.605 0.466 -8.044 -1.0408 0.0325 0.8461
H -3.272 -0.886 -3.063 -0.1086 -0.5619 0.2813
H -4.850 -1.785 -3.318 0.4007 -0.2537 0.0020
H -4.778 -0.037 -3.213 -0.0457 0.1796 -0.5238
H -5.659 0.213 -8.181 -0.0165 0.2492 -0.2470
H -4.073 0.251 -8.962 0.3867 -0.1221 0.2622
H -4.526 1.502 -7.725 0.0413 0.0678 -0.3624
C -1.153 0.795 -1.720 0.3399 -0.5178 0.3211
O -0.674 0.504 -0.392 -0.3891 0.8001 0.8296
C -0.423 -0.742 -0.039 0.8484 -1.2734 -1.2983
O -0.629 -1.701 -0.749 -0.1960 0.1216 0.3314
O 0.226 -0.769 1.118 -0.3900 0.5545 0.4643
C 0.630 -2.024 1.647 0.1056 -1.3006 0.1302
H -1.572 -0.079 -2.207 0.1141 -0.1457 0.1246
H -0.260 1.135 -2.230 -0.3352 0.2135 -0.5117
H -1.919 1.558 -1.616 0.1738 0.1453 -0.0688
H 0.185 -2.902 1.179 -0.6020 1.3224 -0.4068
H 0.370 -2.143 2.693 0.0131 0.7971 0.0908
H 1.698 -2.198 1.548 0.1081 0.7642 -0.1206
C -3.019 4.241 -0.754 0.5981 -1.0224 0.2142
O -3.017 5.409 0.034 -0.3830 0.9319 -0.7985
C -2.994 5.310 1.356 -0.1746 -0.9943 -0.1571
O -2.912 4.261 1.957 0.1713 0.4362 0.2426
O -3.111 6.528 1.837 -0.3349 0.4286 0.3326
C -2.928 6.722 3.244 0.6459 -0.2939 0.2840
H -3.963 3.695 -0.754 -0.1246 0.2095 0.3447
H -2.228 3.586 -0.380 -0.0998 -0.1623 -0.1410
H -2.795 4.492 -1.787 0.0681 0.4328 0.1047
H -3.581 6.131 3.885 -0.2419 -0.1865 -0.4062
H -3.096 7.774 3.446 0.0217 0.0399 -0.2082
H -1.898 6.449 3.468 -0.0073 0.1693 0.2018

=====

Entry 2:
111
Properties=species:S:1:pos:R:3:forces:R:3 method="wB97M-V/def2-TZVPD" e_tot_ev=-96492.410 relative_energy_kcal_mol=10.3 lumo_ev=1.720 largest_force_ev_per_a=0.82 charge=-1 homo_ev=-4.57
Ag -1.924 -1.142 0.149 -0.2900 0.1709 -0.4269
C -5.725 -4.714 3.319 -0.1186 0.0016 -0.1476
C -6.037 -4.667 1.823 0.2200 0.0750 0.2572
N -5.804 -3.350 1.260 0.0034 -0.1427 0.1510
C -4.555 -2.914 0.899 0.1085 0.0976 -0.2758
S -4.544 -1.539 -0.143 0.0289 0.1325 -0.1275
N -3.558 -3.645 1.348 -0.3076 -0.3967 0.4564
N -2.321 -3.259 0.975 0.1711 0.0215 -0.1712
C -1.337 -4.062 1.148 -0.5463 -0.0879 0.2663
C -1.462 -5.395 1.834 -0.0255 0.1339 -0.1326
C -0.056 -3.682 0.525 0.2958 0.1353 -0.2674
C 1.138 -4.307 0.865 -0.0923 0.0593 0.0924
C 2.282 -4.026 0.126 -0.0533 -0.0054 -0.0960
C 2.192 -3.151 -0.933 0.0455 0.0157 -0.0282
C 0.969 -2.530 -1.182 -0.1914 -0.3975 0.0659
N -0.128 -2.784 -0.478 0.2920 -0.1668 -0.0505
H -5.831 -5.730 3.704 -0.0028 0.0022 0.0334
H -6.401 -4.054 3.866 -0.0029 -0.0067 0.0393
H -4.704 -4.373 3.472 0.0313 -0.0332 0.0542
H -7.082 -4.935 1.654 0.0042 0.0496 -0.0795
H -5.403 -5.394 1.307 -0.0557 -0.0067 -0.0218
H -6.547 -2.881 0.776 -0.0283 -0.0217 -0.0304
H -2.505 -5.553 2.094 0.0318 -0.0474 0.0304
H -0.855 -5.420 2.741 0.0138 -0.0397 0.0057
H -1.119 -6.191 1.170 0.0286 -0.0592 0.0576
H 1.177 -4.990 1.702 -0.0335 -0.0543 -0.0327
H 3.223 -4.502 0.376 0.0089 0.0205 0.0082
H 3.054 -2.888 -1.531 0.0104 -0.0005 -0.0243
H 0.869 -1.838 -2.005 0.0196 0.0910 0.0276
N 1.966 2.155 2.157 -0.1266 -0.1184 0.0258
C 1.038 3.125 2.013 0.1182 -0.1230 0.1726
O 1.070 4.193 2.610 -0.0810 0.0552 -0.1793
C -0.064 2.774 1.055 -0.1486 -0.0790 0.0652
C -0.660 3.755 0.278 -0.0427 0.0142 0.0371
C -1.640 3.389 -0.631 -0.0196 0.0046 0.0637
C -1.987 2.052 -0.729 -0.0849 -0.0158 -0.0592
N -1.458 1.108 0.044 0.1904 0.0369 0.1702
C -0.521 1.464 0.921 -0.0236 0.3452 -0.1117
H 2.782 2.367 2.706 -0.0486 0.0638 0.0495
H 2.013 1.371 1.490 0.1709 0.2878 -0.0347
H -0.361 4.789 0.396 0.0648 -0.0115 0.0195
H -2.144 4.126 -1.241 0.0400 0.0011 -0.0503
H -2.729 1.719 -1.446 -0.0182 -0.0048 0.0287
H -0.136 0.679 1.555 0.0353 -0.0036 0.0000
C -2.420 -0.317 5.036 0.0776 -0.0455 0.0962
C -1.909 -0.518 3.765 -0.0837 -0.0007 0.0013
N -2.597 -0.242 2.658 0.2214 0.0663 0.1748
C -3.805 0.281 2.786 -0.1932 0.0078 0.0307
C -4.416 0.526 4.019 0.3086 -0.2518 0.1202
C -3.701 0.192 5.165 -0.0829 0.0954 -0.1993
C -5.804 0.992 4.111 -0.1695 0.3726 -0.1688
C -6.375 2.031 3.485 0.0194 -0.3958 0.3389
C -5.721 3.077 2.702 0.1552 0.4353 -0.3780
C -6.492 3.957 1.936 0.0373 -0.2454 0.1319
C -5.827 4.948 1.242 0.1121 0.0725 0.0131
N -4.507 5.105 1.310 -0.0265 0.0439 -0.0705
C -3.865 4.233 2.083 0.0879 0.0731 -0.0494
N -4.393 3.234 2.768 -0.1643 -0.1574 0.1794
H -1.831 -0.568 5.908 0.0203 0.0065 -0.0054
H -0.914 -0.925 3.619 -0.0019 -0.0316 0.0205
H -4.335 0.481 1.862 -0.0260 -0.0393 -0.0177
H -4.138 0.358 6.143 -0.0036 -0.0528 0.0151
H -6.437 0.396 4.761 -0.0823 -0.0187 -0.0726
H -7.445 2.165 3.599 -0.0052 -0.0165 0.0524
H -7.567 3.850 1.895 -0.0093 0.0354 -0.0643
H -6.356 5.657 0.614 -0.0783 -0.0437 0.0169
H -2.792 4.359 2.167 0.0326 -0.0246 -0.0199
C 6.711 0.601 -1.562 -0.1731 -0.1505 0.0269
C 5.727 -0.375 -0.907 0.2196 0.0757 0.0253
C 5.332 0.175 0.465 -0.1219 -0.0614 -0.2023
C 6.361 -1.755 -0.739 -0.1026 0.1595 -0.0831
O 4.613 -0.549 -1.777 0.2380 -0.0878 0.0756
Si 3.192 0.291 -1.904 -0.3188 0.0711 0.7509
S 1.928 0.114 -0.294 0.3554 0.1630 -0.2735
O 2.457 -0.376 -3.218 -0.1066 -0.0872 -0.1887
C 2.875 -0.700 -4.534 0.0684 -0.1375 -0.3481
C 4.280 -0.186 -4.851 -0.1427 0.0157 0.1852
C 1.861 -0.082 -5.500 0.0422 0.0006 0.1643
C 2.849 -2.224 -4.670 -0.0087 0.1340 0.1386
O 3.685 1.836 -2.256 -0.0040 0.0244 -0.2247
C 2.916 3.020 -2.458 -0.1030 0.2923 0.0324
C 1.426 2.748 -2.677 0.1561 -0.1921 0.0232
C 3.086 3.902 -1.222 0.0418 -0.1244 -0.0627
C 3.482 3.711 -3.701 -0.0085 -0.1357 0.1629
H 7.549 0.793 -0.889 0.0558 0.0208 -0.0439
H 6.186 1.534 -1.766 0.0556 0.0480 -0.0210
H 7.089 0.198 -2.503 -0.0011 -0.0083 -0.0075
H 6.204 0.193 1.123 0.0256 0.0302 -0.0250
H 4.550 -0.440 0.908 -0.0295 -0.0163 0.0482
H 4.939 1.186 0.355 -0.0226 0.0410 0.0926
H 7.266 -1.688 -0.133 0.0130 -0.0331 0.0246
H 6.620 -2.169 -1.715 -0.0119 -0.0178 -0.0066
H 5.649 -2.422 -0.249 0.0218 -0.0430 0.0035
H 4.328 0.892 -4.694 0.0459 0.0222 -0.0406
H 4.540 -0.413 -5.886 -0.0045 -0.0014 -0.0180
H 4.997 -0.656 -4.180 0.0785 0.0190 -0.0558
H 1.900 1.006 -5.436 0.0015 0.0169 -0.0205
H 0.854 -0.406 -5.233 -0.0143 -0.0018 -0.0041
H 2.070 -0.379 -6.529 0.0164 -0.0074 -0.0110
H 3.560 -2.665 -3.968 0.0348 -0.0182 -0.0227
H 3.116 -2.522 -5.686 0.0102 -0.0427 -0.0020
H 1.856 -2.609 -4.434 -0.0249 0.0093 -0.0183
H 1.000 2.251 -1.806 -0.0492 0.0161 0.0365
H 1.281 2.092 -3.535 -0.0427 0.0165 -0.0514
H 0.898 3.688 -2.851 0.0074 0.0191 -0.0111
H 2.692 3.376 -0.351 0.0022 -0.0106 0.0256
H 2.548 4.845 -1.339 -0.0026 0.0227 0.0102
H 4.143 4.115 -1.049 0.0144 0.0085 -0.0120
H 3.300 3.090 -4.580 0.0207 0.0149 -0.0288
H 4.558 3.859 -3.596 0.0031 0.0272 0.0120
H 2.995 4.677 -3.849 0.0275 0.0307 -0.0313